# 1
Entry from OMol25: one molecule with the formula CO3S in a non-equilibrium geometry (ωB97M-V with the def2-TZVPD basis set).

```
5
Properties=species:S:1:pos:R:3:forces:R:3
S -2.208050 -0.037118 0.005546 -0.58 0.22 0.11
C -0.644062 0.041067 0.019672 1.05 -2.31 -0.60
O 0.354982 -1.011485 -0.025312 -2.48 0.81 0.34
O 1.295123 0.011512 0.035628 2.65 0.29 -0.13
O 0.299741 0.981674 -0.028360 -0.64 1.00 0.29
```
Positions in Å, forces in eV/Å.

For the frontier orbital gap, the calculation gives 10.3850 eV. Its net charge is 0. For the energy relative to the best compared isomer or geometry (same formula, charge and spin), the calculation gives 515.9 kJ/mol. For the LUMO energy, the calculation gives 0.21 eV. The SMILES is S=c1ooo1.

=====

# 2
Entry from OMol25: C18H19O6SW as an isolated structure (ωB97M-V with the def2-TZVPD basis set).

```
45
Properties=species:S:1:pos:R:3:forces:R:3
W -1.010950 0.554090 0.029118 -0.21 -0.68 -0.02
O 1.644621 2.830912 -2.237474 -0.01 0.02 -0.03
C 1.066664 1.920080 -1.571122 0.04 -0.02 0.11
O -0.060726 2.039376 -1.028509 0.01 0.06 -0.16
C 1.813730 0.627875 -1.407894 -0.03 -0.01 0.00
O 0.941409 -0.181903 -0.599584 0.13 0.15 -0.02
C 1.516523 -1.350402 0.044247 0.04 0.01 0.03
C 0.496770 -1.805600 1.064068 0.07 -0.01 0.08
O 0.505505 -2.753458 1.736383 -0.03 0.00 -0.03
O -0.575452 -0.846384 1.119653 -0.08 0.15 -0.09
H 1.157384 3.678579 -2.309971 0.00 -0.01 -0.01
H 1.999423 0.160115 -2.378165 0.01 0.00 -0.01
H 2.763970 0.808038 -0.896961 0.01 0.00 -0.02
H 1.696735 -2.134293 -0.691716 -0.01 0.00 -0.01
H 2.448403 -1.084252 0.547884 -0.01 0.02 0.00
O -2.603105 1.483954 0.228875 -0.10 0.29 0.18
S -4.128237 1.928506 -0.085422 0.13 -0.05 0.02
C -4.747580 0.339038 -0.730458 -0.04 0.00 -0.01
C -3.696157 -0.291318 -1.593647 0.04 0.10 0.00
C -3.569841 0.037547 -2.938752 -0.01 -0.01 0.00
C -2.581619 -0.559928 -3.715697 0.02 -0.02 0.00
C -1.705422 -1.485945 -3.156560 -0.02 0.03 -0.03
C -1.819810 -1.820126 -1.813231 0.00 -0.06 0.04
C -2.805447 -1.215892 -1.015982 0.00 0.04 0.01
C -4.865293 2.059907 1.589889 0.08 -0.01 0.03
C -5.011029 0.787568 2.353224 0.00 0.07 0.02
C -6.295259 0.294014 2.575403 -0.01 -0.07 -0.12
C -6.482181 -0.853053 3.333579 -0.01 -0.02 -0.01
C -5.387773 -1.512763 3.873396 -0.01 0.01 -0.01
C -4.103578 -1.025632 3.655248 -0.01 0.00 -0.01
C -3.911987 0.122770 2.903092 0.08 -0.16 0.02
H -5.643300 0.617513 -1.292320 -0.01 -0.02 0.01
H -5.015718 -0.259009 0.142977 -0.01 -0.03 -0.02
H -4.263677 0.731205 -3.399412 0.00 0.00 0.01
H -2.518746 -0.323700 -4.770131 0.01 0.00 0.00
H -0.976090 -1.984796 -3.781703 0.00 0.00 0.00
H -1.210748 -2.614395 -1.395133 0.01 0.01 0.00
H -2.997816 -1.591232 -0.012567 0.00 0.00 0.00
H -5.827532 2.527132 1.350304 -0.01 0.03 0.01
H -4.238841 2.827646 2.055247 0.00 -0.02 -0.01
H -7.155796 0.814358 2.170977 -0.01 0.01 0.02
H -7.483471 -1.221608 3.509311 0.00 0.00 0.02
H -5.533319 -2.395544 4.481028 -0.01 -0.01 -0.01
H -3.254619 -1.524516 4.103631 0.00 0.00 0.00
H -2.899215 0.496668 2.797754 -0.04 0.20 0.00
```
Positions in Å, forces in eV/Å.

For the frontier orbital gap (alpha / beta), the calculation gives 5.3172 / 5.8036 eV. Its net charge is +3. For the energy relative to the best compared isomer or geometry (same formula, charge and spin), the calculation gives 0.0 kJ/mol. As for the expectation value of S²: 2.010. For the LUMO energy (alpha / beta), the calculation gives -12.17 / -11.69 eV. Its spin multiplicity is 3.

=====

# 3
Entry from OMol25: C13H16Br2GaN3O as an isolated structure (ωB97M-V with the def2-TZVPD basis set).

```
36
Properties=species:S:1:pos:R:3:forces:R:3
Ga 0.386948 0.510519 0.351704 -0.22 0.67 -0.38
N 1.958732 1.629174 -0.411986 -0.37 -0.65 -0.16
C 2.642253 2.426768 0.649402 0.20 0.41 0.45
C 1.678411 3.405135 1.310784 0.03 -0.31 0.08
C 0.743975 2.725159 2.304700 0.49 0.37 0.20
N -0.351174 1.992421 1.602446 -0.23 -0.68 -0.28
H 2.652590 0.984031 -0.809797 -0.27 0.08 -0.01
H 1.703235 2.266696 -1.173525 -0.04 -0.24 0.12
H 3.482493 2.965035 0.203527 -0.08 -0.16 0.01
H 3.031502 1.728802 1.400615 0.04 0.09 -0.24
H 1.102212 3.944643 0.552763 0.03 0.15 0.01
H 2.265645 4.148055 1.850230 -0.02 0.01 -0.02
H 0.302060 3.465093 2.977022 -0.01 -0.17 -0.06
H 1.308106 1.999802 2.903542 -0.22 0.13 -0.01
H -0.952215 2.684185 1.142126 0.08 -0.25 0.02
H -0.937037 1.548371 2.320465 0.04 0.03 -0.27
C -1.721991 1.125920 -2.177613 -0.05 0.07 -0.07
C -1.620963 -0.311331 -1.802700 0.07 -0.18 0.12
C -2.321640 -1.346421 -2.419523 0.01 -0.07 0.03
C -2.162496 -2.656066 -2.000899 0.01 0.35 -0.05
C -1.291824 -2.965562 -0.946635 0.35 0.12 0.38
C -1.032248 -4.261111 -0.415464 0.03 -0.11 0.06
Br -1.907690 -5.765938 -1.148048 0.16 0.24 0.14
C -0.148128 -4.424070 0.627741 -0.33 -0.19 -0.35
C 0.519150 -3.329012 1.195580 0.18 0.82 0.05
Br 1.728642 -3.542886 2.621104 -0.27 -0.11 -0.29
C 0.298132 -2.049750 0.711372 0.27 -0.50 0.40
O 0.924960 -0.953311 1.232538 0.01 0.02 0.01
C -0.601292 -1.874768 -0.351520 -0.19 -0.56 -0.11
N -0.787454 -0.592145 -0.796282 0.41 0.58 0.36
H -2.412246 1.287570 -2.998393 -0.03 0.04 -0.04
H -0.740397 1.498198 -2.480705 -0.01 0.04 -0.09
H -2.070565 1.707375 -1.320686 -0.08 0.05 -0.03
H -2.993962 -1.116921 -3.231904 -0.02 0.05 -0.03
H -2.716592 -3.442093 -2.494558 0.00 -0.08 0.02
H 0.040869 -5.411565 1.022580 0.00 -0.04 0.01
```
Positions in Å, forces in eV/Å.

For the frontier orbital gap, the calculation gives 7.1832 eV. Its net charge is +2. For the energy relative to the best compared isomer or geometry (same formula, charge and spin), the calculation gives 0.0 kJ/mol. For the LUMO energy, the calculation gives -7.02 eV.

=====

# 4
Entry from OMol25: C19H22ClIrMgN2O2 as an isolated structure in a non-equilibrium geometry (ωB97M-V with the def2-TZVPD basis set).

```
48
Properties=species:S:1:pos:R:3:forces:R:3
Ir -4.821199 0.218179 -3.129397 0.36 -0.90 1.39
Cl -6.032271 0.570013 -1.053533 -0.02 0.03 -0.36
C -4.910734 -1.866082 -3.714227 -0.47 -0.68 -0.12
C -2.896354 0.748838 -3.626287 1.72 0.75 -0.70
H -4.011908 -2.471915 -4.004537 -0.54 0.78 0.34
H -5.592921 -2.535711 -3.129431 0.48 0.59 -0.34
H -5.464463 -1.566797 -4.623671 0.03 -0.48 -0.30
H -3.416537 1.584084 -4.221932 0.74 -0.26 0.28
H -2.318640 0.096047 -4.390011 -1.19 1.20 1.42
H -2.134639 1.256307 -2.888351 -1.49 -0.84 -1.43
Mg -1.519895 -1.418743 -2.069591 1.15 -0.53 0.02
C -0.153831 -0.824794 -3.696763 -0.15 -0.34 -0.28
C -2.307349 -3.610543 -1.124042 -2.40 2.13 -1.16
H 0.558721 -1.632596 -3.922486 -0.07 -0.04 0.01
H -0.649014 -0.550100 -4.639817 0.33 -0.13 0.01
H 0.463708 0.040107 -3.399620 -0.28 -0.08 0.12
H -3.147880 -3.683819 -1.926147 1.02 -0.85 0.08
H -3.113998 -2.978970 -0.574042 0.88 -0.39 0.67
O 0.470987 -2.398395 -1.008085 0.45 1.40 1.19
C 0.563923 -1.343785 -0.364790 -0.89 0.32 -1.08
N 1.469234 -1.045041 0.627275 0.62 -2.10 0.31
C 1.281323 0.259527 1.166092 0.75 0.25 0.32
C 0.185033 0.819769 0.204426 -0.78 -1.31 -1.42
O -0.173589 1.982235 0.178274 0.15 -0.17 0.45
N -0.240346 -0.221109 -0.602409 0.34 0.10 0.95
C 0.797240 0.191892 2.614693 0.37 -0.05 0.07
C -0.549345 -0.030840 2.874620 -0.70 0.14 0.53
C -1.017839 -0.085652 4.196641 0.78 -0.02 -0.05
C -0.111620 0.036443 5.263830 -0.26 0.02 -0.25
C 1.247630 0.199206 4.999470 0.27 -0.10 -0.23
C 1.709780 0.257844 3.678966 -0.43 0.10 0.09
C 2.564614 1.072395 1.014552 -0.48 0.26 0.05
C 2.620448 2.366974 1.547325 0.61 -0.14 -0.24
C 3.793501 3.114825 1.413211 -0.66 0.18 0.25
C 4.881482 2.597926 0.724175 0.70 -0.42 -0.39
C 4.821172 1.311674 0.165167 -0.90 0.16 0.38
C 3.640217 0.550433 0.307512 1.02 0.42 -0.05
H 1.955807 -1.824665 1.099581 -0.58 0.98 -0.36
H -1.268486 -0.136339 2.052155 0.38 0.09 0.30
H -2.076387 -0.226114 4.389020 0.11 0.00 -0.03
H -0.469418 0.005163 6.298176 0.11 0.00 -0.38
H 1.977347 0.278774 5.812581 -0.35 -0.05 -0.21
H 2.776256 0.383721 3.466720 -0.41 0.01 0.14
H 1.747958 2.763942 2.058567 0.17 -0.02 -0.08
H 3.829078 4.118451 1.855460 0.08 -0.39 -0.26
H 5.801240 3.191408 0.611437 -0.47 -0.26 0.08
H 5.658994 0.886197 -0.380612 -0.06 0.17 0.08
H 3.582968 -0.450363 -0.130146 -0.05 0.47 0.17
```
Positions in Å, forces in eV/Å.

For the frontier orbital gap (alpha / beta), the calculation gives 4.1951 / 5.9191 eV. Its net charge is -2. For the energy relative to the best compared isomer or geometry (same formula, charge and spin), the calculation gives 159.5 kJ/mol. As for the expectation value of S²: 6.014. For the LUMO energy (alpha / beta), the calculation gives 4.23 / 4.23 eV. Its spin multiplicity is 5.